C45H42FeNO6Se2 | ωB97M-V with the def2-TZVPD basis set

The electronic energy comes out at -226202.041 eV. As for the spin multiplicity: 6. The energy above the lowest of the compared OMol25 structures with the same formula, charge and spin comes out at 0.000 eV. The charge is -2. Its molar mass is 906.60 g/mol. The value obtained for the LUMO energy (alpha / beta) is 4.08 / 4.04 eV.

Structure (XYZ):
```
97
Properties=species:S:1:pos:R:3:lowdin_charge:R:1
Fe 0.21 0.34 0.29 0.5749
O 0.95 3.55 -2.55 -0.1357
C 2.24 3.49 -3.12 -0.3078
C 3.01 2.19 -2.89 -0.5605
C 4.09 2.20 -3.98 -0.2386
O 5.01 1.10 -3.91 -0.0832
C 3.69 2.13 -1.49 -0.5779
Se 2.88 3.28 -0.09 0.5728
C 2.15 0.95 -3.17 -0.5239
Se 0.85 0.15 -1.95 0.6312
H 1.12 3.51 -1.58 -0.0307
H 2.85 4.32 -2.74 0.0919
H 2.11 3.63 -4.20 0.1160
H 4.64 3.15 -3.90 0.1210
H 3.64 2.15 -4.97 0.1180
H 5.20 0.97 -2.97 0.0651
H 4.74 2.44 -1.58 0.0380
H 3.68 1.10 -1.13 0.0254
H 2.80 0.11 -3.38 0.0389
H 1.54 1.14 -4.05 0.0517
C 3.19 2.13 5.73 0.0149
C 1.72 1.98 5.36 -0.5898
C 0.81 2.32 6.52 0.0100
O 1.43 2.82 4.27 -0.0319
C 1.21 2.06 3.07 -0.1387
C 1.01 0.62 3.57 -0.1383
O 1.44 0.66 4.94 -0.0206
C 1.73 -0.51 2.81 -0.4037
O 1.21 -0.60 1.54 -0.2514
C 3.26 -0.32 2.80 -0.1261
C 3.90 0.17 1.66 -0.0232
C 5.28 0.32 1.64 -0.0698
C 6.05 -0.04 2.74 -0.1109
C 5.42 -0.55 3.88 -0.1040
C 4.04 -0.68 3.90 -0.0491
C 1.41 -1.88 3.47 -0.1209
C 0.53 -2.05 4.53 -0.0286
C 0.22 -3.33 5.00 -0.0979
C 0.78 -4.45 4.41 -0.1163
C 1.67 -4.29 3.34 -0.0884
C 1.97 -3.02 2.88 -0.0171
C -0.03 2.62 2.33 -0.4081
O -0.22 1.86 1.20 -0.2712
C -1.28 2.55 3.23 -0.1145
C -1.47 3.41 4.31 -0.0383
C -2.60 3.31 5.11 -0.1024
C -3.57 2.35 4.83 -0.1122
C -3.40 1.50 3.75 -0.0814
C -2.26 1.60 2.95 -0.0139
C 0.19 4.08 1.87 -0.1606
C 1.29 4.86 2.22 -0.1004
C 1.42 6.16 1.73 -0.1038
C 0.45 6.70 0.90 -0.1123
C -0.65 5.92 0.54 -0.0883
C -0.78 4.63 1.03 -0.0233
H 3.37 3.16 6.07 0.0870
H 3.81 1.93 4.86 0.0848
H 3.45 1.43 6.53 0.0884
H 0.95 3.37 6.81 0.0908
H 1.05 1.68 7.37 0.0864
H -0.23 2.16 6.23 0.0755
H 2.05 2.15 2.38 0.1017
H -0.05 0.38 3.52 0.1446
H 3.30 0.45 0.81 0.0627
H 5.75 0.74 0.75 0.0984
H 7.13 0.07 2.72 0.0870
H 6.01 -0.83 4.75 0.0895
H 3.55 -1.08 4.79 0.1185
H 0.09 -1.19 5.02 0.1077
H -0.47 -3.44 5.83 0.0927
H 0.54 -5.44 4.77 0.0870
H 2.11 -5.15 2.86 0.0925
H 2.64 -2.88 2.03 0.1278
H -0.72 4.17 4.52 0.1196
H -2.73 3.99 5.94 0.0926
H -4.46 2.28 5.46 0.0872
H -4.15 0.75 3.52 0.0933
H -2.12 0.94 2.11 0.0791
H 2.07 4.45 2.85 0.1026
H 2.30 6.74 1.98 0.0950
H 0.56 7.70 0.50 0.0866
H -1.40 6.32 -0.13 0.0922
H -1.62 4.01 0.73 0.1231
N -6.85 -4.90 4.78 0.1180
C -6.08 -4.32 4.16 -0.1988
C -5.11 -3.59 3.36 -0.2549
C -5.21 -3.59 1.97 -0.0465
C -4.30 -2.89 1.21 -0.0262
C -3.26 -2.17 1.81 -0.2360
C -3.17 -2.18 3.21 -0.0214
C -4.09 -2.88 3.97 -0.0333
C -2.31 -1.41 1.03 -0.1380
C -1.49 -0.80 0.39 -0.0578
H -6.01 -4.15 1.50 0.1098
H -4.37 -2.88 0.13 0.1141
H -2.36 -1.64 3.68 0.1084
H -4.01 -2.89 5.05 0.1143
```